No. 1
Density functional theory data (the ωB97M-V functional and the def2-TZVPD basis) for 6 unconnected molecules or ions with the total composition H12O6 in a non-equilibrium geometry.

The geometry in ORCA input format:
```
! wB97M-V def2-TZVPD RIJCOSX def2/J DEFGRID3
* xyz 0 1
O -1.42365 0.37503 2.86114
H -1.33377 0.57380 1.93116
H -2.33650 0.37307 3.02937
O 1.98097 0.02209 2.56661
H 1.26674 -0.54161 2.79483
H 1.53282 0.91202 2.47793
O -1.80915 -0.15187 -0.02467
H -2.62858 -0.62878 0.25349
H -1.54178 -0.41173 -0.88469
O 1.72352 0.12807 -2.70707
H 2.61952 0.31393 -2.85725
H 1.75414 -0.21404 -1.81148
O -1.24722 -0.11659 -2.59710
H -1.71626 0.67397 -2.93676
H -0.34283 0.07211 -2.91015
O 1.30929 -0.72514 0.03741
H 1.76372 -0.29111 0.85763
H 0.42904 -0.36322 -0.08041
*
```

Computed properties:
HOMO level	-0.409	Ha
E_LUMO	0.552	eV
largest force on an atom	3.19	eV/Å
E	-12480.0999	eV
frontier orbital gap	11.68	eV
relative energy (zero: lowest compared OMol25 entry of this formula, charge and spin)	1.014	eV



No. 2
Density functional theory data (the ωB97M-V functional and the def2-TZVPD basis) for 6 unconnected molecules or ions with the total composition H12O6 in a non-equilibrium geometry.

The geometry in ORCA input format:
```
! wB97M-V def2-TZVPD RIJCOSX def2/J DEFGRID3
* xyz 0 1
O 0.95533 0.03366 -0.93833
H 0.25539 0.06663 -1.61688
H 0.99281 -0.83924 -0.62023
O -2.05142 -0.38543 -0.53232
H -1.38933 -0.60065 0.10180
H -1.79333 0.41967 -1.02029
O -0.39594 -2.49370 0.76786
H -1.31557 -2.42621 1.15762
H 0.14543 -3.14738 1.21606
O 2.21026 -0.87792 2.68681
H 3.03077 -1.25402 2.39134
H 1.46068 -1.20625 2.27868
O 0.93505 2.59054 0.43539
H 1.74829 2.75160 0.83503
H 1.12584 1.92771 -0.23788
O -1.66497 1.73044 -2.06864
H -1.89463 1.33713 -2.89043
H -2.35468 2.37342 -1.94560
*
```

Computed properties:
HOMO level	-0.389	Ha
E_LUMO	0.315	eV
largest force on an atom	3.32	eV/Å
E	-12479.4438	eV
frontier orbital gap	10.90	eV
relative energy (zero: lowest compared OMol25 entry of this formula, charge and spin)	1.670	eV



No. 3
Density functional theory data (the ωB97M-V functional and the def2-TZVPD basis) for 6 unconnected molecules or ions with the total composition H12O6 in a non-equilibrium geometry.

The geometry in ORCA input format:
```
! wB97M-V def2-TZVPD RIJCOSX def2/J DEFGRID3
* xyz 0 1
O 0.06353 1.27440 -0.52942
H -0.53765 1.64044 0.23515
H 1.08179 1.30794 -0.59693
O -3.46840 -2.00256 -0.57864
H -2.55980 -1.70001 -0.40583
H -3.71926 -2.64470 0.07610
O -1.10380 0.43786 3.21853
H -1.70739 -0.21872 3.47446
H -0.67279 0.55295 4.02525
O -0.17865 -1.74742 -0.04872
H -0.05363 -1.61041 0.91584
H -0.25776 -0.77724 -0.15787
O 2.08137 -0.13764 -2.21788
H 1.71628 -0.75047 -2.82189
H 1.72762 -0.38759 -1.41157
O 2.40832 2.48955 -0.76410
H 2.10446 2.52561 -1.70372
H 3.07577 1.74800 -0.70876
*
```

Computed properties:
HOMO level	-0.407	Ha
E_LUMO	0.299	eV
largest force on an atom	3.70	eV/Å
E	-12478.9190	eV
frontier orbital gap	11.37	eV
relative energy (zero: lowest compared OMol25 entry of this formula, charge and spin)	2.195	eV



- The highest relative energy (zero: lowest compared OMol25 entry of this formula, charge and spin) belongs to which entry?
  number 3